Here is C42H38BrCl2N10O8S3Tl as an isolated structure from OMol25. Energies are from wB97M-V/def2-TZVPD.

Values from the calculation:
**E_tot**: -7633.88155 Ha
**Total charge**: -2
**Gap between HOMO and LUMO (alpha / beta)**: 2.7 / 2.9 eV

```
105
Properties=species:S:1:pos:R:3:forces:R:3
Tl 0.685275 1.210159 1.759169 1.028 1.025 -2.722
Br -0.801053 -6.520729 -0.293276 -0.701 -0.142 0.081
Cl -7.370433 0.701943 -1.298109 0.118 -0.409 0.348
Cl -7.804013 -2.122280 -0.317473 -0.225 0.546 -0.520
S 2.064150 0.698788 -7.723154 0.806 -1.035 1.111
S -3.009509 0.135111 -4.047875 0.850 -0.061 0.656
S 1.391293 6.861928 -1.378401 -0.035 -0.671 0.059
O -5.472112 5.788973 3.145662 1.270 -1.374 1.800
O -0.382881 2.700476 3.301195 -2.136 -0.107 -0.368
O -3.380827 2.228975 0.131356 0.770 0.747 1.266
O -0.977956 0.964623 5.356832 -1.241 0.791 0.521
O -5.745196 4.840382 5.096627 0.751 0.571 -0.470
O -1.241835 1.857894 0.562233 -0.862 0.561 -0.022
O -2.538980 1.815127 6.645112 0.821 -0.931 0.436
O 1.426879 7.415393 -0.005310 0.072 0.673 0.547
N -1.903983 1.748873 5.590675 0.568 -0.218 0.330
N 4.098199 -0.210379 -5.999754 -0.144 0.132 -0.200
N -5.090866 4.974535 4.049558 -2.749 0.641 -1.181
N 1.946354 -0.005777 -5.143282 -0.815 0.105 -1.829
N 2.934507 -5.775952 -1.640326 -0.823 -1.180 -0.157
N 4.887222 -1.214723 -3.363579 0.382 -1.245 -0.039
N -1.932198 0.509313 -1.634852 -0.169 -0.466 0.522
N 5.896028 -2.675640 -1.997154 1.922 0.417 0.582
N -0.441253 0.336685 -3.406055 -0.014 0.292 0.533
N -0.338965 -1.043788 2.711018 1.411 -0.745 1.449
C -0.198473 7.342681 -2.125458 -0.634 0.139 0.416
C 0.551983 0.624838 -6.934598 -1.606 0.443 1.300
C -1.645387 0.331538 -2.907851 0.287 0.279 0.689
C -1.803229 0.040185 -5.232331 1.672 -0.188 -2.160
C 1.102962 -7.996616 -1.819863 2.470 0.736 -1.245
C 0.558483 -1.476963 3.660786 -2.322 1.260 -2.397
C -4.056072 -2.870503 2.330091 -1.252 -0.721 1.917
C 6.320968 -1.378365 -1.612909 -1.238 -1.123 -0.847
C 1.848818 -0.811827 3.672678 2.604 -2.814 2.609
C 6.511440 -3.957031 -1.462660 -0.127 0.674 -0.277
C -4.063217 4.037467 3.788602 0.277 1.228 -0.397
C -2.534020 3.032011 2.210365 -0.309 0.538 -0.913
C 3.295526 -6.929086 -2.284099 -2.327 -0.287 -0.186
C -3.576399 3.919422 2.480497 1.042 -0.403 0.022
C 3.274200 1.112326 3.378495 0.576 -0.553 -0.969
C -0.923261 -3.281325 4.388297 0.681 0.813 -1.545
C -0.503746 0.220756 -4.743910 -3.025 -0.474 -0.670
C 4.114018 0.690124 4.414949 0.077 1.285 0.535
C 0.634766 0.314659 -5.604705 2.562 -0.534 -1.044
C -1.654915 2.779365 3.283860 1.586 -0.532 2.685
C 0.764585 -6.777575 -1.286647 0.348 -0.145 0.826
C -3.539593 3.325344 4.861447 -0.131 0.017 0.268
C -0.657852 5.077632 -1.103031 0.082 -0.932 -1.062
C 1.657448 -5.704259 -1.206376 1.932 -0.262 -0.022
C 0.889784 5.137999 -1.163177 -0.788 0.273 1.184
C -2.554693 -1.159873 1.779392 -1.719 0.244 0.600
C 3.901321 -0.543525 5.019987 0.240 -0.394 -0.353
C -1.868393 -2.810720 3.387664 0.712 -0.117 1.777
C 2.431919 -8.031766 -2.482111 -2.531 1.873 1.570
C 2.783073 0.035316 -6.148945 -1.530 1.051 1.100
C 0.218920 -2.515488 4.549023 -0.287 -0.891 1.037
C 5.125303 -2.502175 -3.109944 -0.481 0.606 1.196
C -8.523807 -0.556659 -0.792522 -0.629 0.813 0.112
C -1.547369 -1.644031 2.645441 -0.394 -0.559 -0.122
C -3.886900 -1.594158 1.781710 1.847 -0.812 -1.570
C -3.140081 -3.366266 3.267335 -1.134 -1.872 -1.578
C 2.201183 0.284063 2.987887 0.854 2.124 1.835
C 5.612165 -0.536311 -2.440695 1.256 -0.826 0.938
C -1.217648 6.149149 -2.152111 0.237 -0.855 0.392
C 2.889765 -1.349097 4.550620 -1.071 -0.420 0.420
C -2.349796 2.372663 0.866232 -1.904 -0.177 -1.565
C -2.364628 2.668874 4.604854 0.006 0.121 -1.377
H 1.360460 4.801277 -0.203908 -0.306 0.217 -0.911
H -0.445183 0.895999 -7.296196 0.858 0.065 -0.550
H -4.974073 -3.476319 2.161401 0.543 0.716 0.186
H -0.957323 3.963073 -1.249793 0.143 2.066 0.046
H -2.263488 6.447681 -1.895120 0.913 -0.095 -0.062
H 0.422593 -8.839946 -1.733816 0.212 0.110 -0.404
H 4.531311 -0.891372 5.855256 -0.162 0.139 -0.626
H 4.877810 1.335407 4.879744 -0.366 -0.030 -0.443
H 0.873807 -2.617657 5.425980 -0.209 -0.522 -0.644
H -1.013856 -4.295649 4.809449 -0.344 0.888 0.399
H 5.658692 0.509728 -2.338898 -0.246 1.086 -0.334
H -2.900366 0.539336 -1.446716 -0.953 0.298 0.598
H 4.605364 -3.337961 -3.529152 -0.091 -0.173 -0.435
H -1.391445 0.962810 -0.875111 0.276 0.052 -0.410
H -4.599905 -1.126136 1.064977 0.558 -0.449 0.799
H -2.383073 -0.404396 1.078764 0.868 1.482 -0.549
H 7.066643 -1.194699 -0.851462 -0.357 -0.130 0.026
H -0.961928 5.362183 -0.106868 -0.216 0.077 0.294
H -4.054448 3.346004 5.840465 0.592 -0.179 -0.905
H 2.889839 -2.363472 4.976503 -0.367 0.263 -0.293
H 1.384979 -4.827284 -0.617843 0.022 -0.012 -0.487
H -9.226059 -0.579306 -1.637556 0.353 -0.871 0.366
H 4.552810 -0.281420 -6.885485 0.911 -0.308 0.252
H 1.269605 4.581594 -1.982571 0.427 -0.672 -0.789
H 5.680985 -4.690159 -1.276195 0.936 0.493 -0.570
H -9.077563 -0.195334 0.084766 0.435 -0.085 -0.286
H -3.834788 4.631185 1.702424 -0.880 -0.635 -0.030
H 7.329505 -4.276524 -2.186631 -1.273 -0.002 0.909
H 3.480463 2.073905 2.802347 -0.265 -1.171 0.722
H 2.530963 -8.725529 -3.285957 0.827 -0.840 0.075
H -0.469070 8.260116 -1.534522 -0.056 -1.003 -0.453
H 4.244661 -6.960838 -2.771159 0.656 0.218 -0.051
H -1.279787 5.704495 -3.184844 0.271 0.411 0.970
H 7.003545 -3.787621 -0.460861 -0.657 0.232 -1.152
H -2.036201 -0.217294 -6.274318 0.034 0.200 0.640
H 4.428512 -0.533308 -5.057374 -0.150 0.061 -0.903
H -3.375478 -4.376675 3.720107 0.431 1.327 -0.317
H 0.074517 7.661408 -3.116893 -0.132 0.235 -0.537
```
Positions in Å, forces in eV/Å.



Here is C12H13N3OS2 in the gas phase from OMol25. Energies are from wB97M-V/def2-TZVPD.

Values from the calculation:
**E_tot**: -1500.95837 Ha
**Total charge**: 0
**Gap between HOMO and LUMO**: 8.7 eV
**ΔE to the lowest compared entry with this formula, charge and spin**: 29.5 kJ/mol

```
31
Properties=species:S:1:pos:R:3:forces:R:3
S -0.751657 -0.228975 2.955419 0.221 -0.261 -0.885
S -0.827443 0.966501 -2.984229 -0.037 0.158 0.132
O -4.603631 -0.344576 -0.091610 -0.284 0.036 -0.048
N -2.701485 -0.369016 1.072701 -0.656 0.190 0.524
N 0.713866 -1.164197 1.088557 1.393 -0.353 0.392
N -0.485200 -1.039003 0.538117 -1.412 -0.029 -0.698
C -1.382817 -0.579511 1.339566 0.870 0.081 0.964
C -3.401546 -0.424667 -0.127136 0.125 -0.152 -0.269
C -2.573507 -0.480378 -1.378732 -0.115 -0.056 -0.135
C 2.016837 -0.846256 3.133604 0.132 0.018 0.190
C 2.039548 1.490406 -0.182850 0.049 0.078 0.075
C 0.612395 0.745828 -1.953706 -0.386 0.042 -0.317
C 2.589675 -0.490313 -1.416492 0.179 0.040 -0.001
C 0.909208 1.665091 -0.959060 0.060 0.021 0.070
C 2.880963 0.414279 -0.410633 0.120 0.028 -0.086
C 1.454507 -0.328471 -2.189555 -0.008 0.040 0.006
C 0.791636 -0.804589 2.311600 -0.679 0.272 0.473
C -2.134105 0.948866 -1.710409 0.379 -0.195 -0.321
H -2.965093 1.527333 -2.111519 -0.003 0.038 0.094
H 1.858520 -1.456563 4.021594 0.089 -0.033 0.049
H 2.268116 2.204569 0.595622 0.035 0.059 0.060
H 3.243119 -1.330684 -1.594963 0.058 -0.087 -0.003
H -1.696067 -1.107755 -1.223949 -0.158 0.094 -0.123
H 2.289329 0.157731 3.456548 0.094 0.027 0.035
H 1.213356 -1.029210 -2.973621 -0.042 -0.104 -0.047
H 0.265956 2.518801 -0.797421 -0.041 0.060 -0.018
H -3.182037 -0.875104 -2.192055 -0.033 0.001 0.119
H -3.295062 -0.208487 1.879315 0.017 -0.047 -0.272
H 2.823170 -1.267410 2.540050 0.035 -0.020 -0.016
H -1.736111 1.450687 -0.829764 -0.083 0.083 -0.002
H 3.765562 0.285072 0.195008 0.084 -0.031 0.059
```
Positions in Å, forces in eV/Å.



Which largest force on an atom belongs to each record? In order, 4.64, 1.58 eV/Å.